ORCA calculation (wB97M-V/def2-TZVPD) on C38H41IrN7O5Sb as an isolated structure in a non-equilibrium geometry.

```
93
Properties=species:S:1:pos:R:3:forces:R:3:lowdin_charge:R:1
Ir 1.05508 1.87152 -1.38517 -1.402 -0.173 -1.319 1.14
C 0.60173 -2.68971 5.18653 -0.016 0.075 0.029 -0.09
O 0.97789 -3.88041 4.52911 0.055 -0.066 -0.034 -0.08
C 1.93690 -3.79321 3.56863 -0.034 -0.011 0.026 -0.28
C 2.56991 -2.61033 3.19944 -0.100 0.006 0.145 -0.02
C 3.50684 -2.61394 2.18200 0.274 -0.333 -0.449 -0.02
C 3.83611 -3.79986 1.51506 -0.481 0.370 -0.778 -0.27
C 3.24138 -4.98649 1.94732 -0.022 0.030 -0.103 -0.03
C 2.29151 -4.98777 2.94713 0.026 0.022 -0.011 0.00
N 4.81370 -3.97623 0.46429 0.768 0.552 0.985 0.05
N 5.26770 -3.10700 -0.30868 -0.698 -0.725 -0.919 0.06
C 4.62056 -1.91745 -0.74540 -0.322 0.058 0.771 -0.24
C 5.44790 -0.83727 -0.95340 0.012 0.090 0.143 -0.02
C 4.96117 0.44740 -1.21599 0.010 -0.062 -0.014 0.00
C 3.59881 0.67578 -1.30774 0.049 -0.255 -0.025 -0.36
O 3.09278 1.86614 -1.48185 -0.139 0.293 -0.130 -0.26
C 2.73323 -0.47262 -1.25695 0.018 0.112 -0.084 -0.14
N 1.40260 -0.23341 -1.46625 0.140 0.030 0.218 -0.03
C 0.54679 -1.22233 -1.48470 -0.286 -0.015 -0.169 -0.07
C 0.96187 -2.55822 -1.34990 0.079 -0.002 0.014 -0.01
C 2.28197 -2.82583 -1.12247 0.029 0.126 0.180 0.02
C 3.21956 -1.76586 -1.01885 0.259 -0.330 0.226 -0.09
H -0.16338 -2.97000 5.90594 0.014 0.015 -0.013 0.09
H 0.18674 -1.96168 4.48126 0.016 -0.020 0.035 0.09
H 1.44952 -2.24252 5.71560 -0.042 -0.009 -0.015 0.09
H 2.33448 -1.67536 3.68825 0.023 -0.026 0.012 0.10
H 3.99269 -1.68748 1.92976 0.091 0.189 -0.212 0.11
H 3.53919 -5.90923 1.46678 -0.007 -0.016 -0.004 0.11
H 1.81558 -5.90338 3.27006 -0.007 -0.015 -0.001 0.12
H 6.51257 -0.99949 -0.84084 0.015 0.019 0.027 0.11
H 5.63754 1.28352 -1.32888 0.007 0.005 0.003 0.12
H -0.50141 -0.96732 -1.63217 0.402 -0.116 0.143 0.09
H 0.22830 -3.34757 -1.42456 -0.040 -0.031 -0.037 0.11
H 2.61658 -3.84671 -1.02942 0.070 -0.119 0.079 0.12
C 1.76273 2.99588 3.69150 0.069 0.048 0.054 -0.02
N 0.63208 2.71891 2.81803 -0.006 -0.122 -0.168 -0.17
C -0.71872 2.92215 3.32567 -0.091 0.038 -0.020 -0.01
C 0.83050 2.21101 1.63507 0.248 -0.062 -0.089 -0.20
N 1.06522 1.74120 0.60430 0.168 0.191 0.098 0.08
H 1.75832 2.31282 4.54403 0.019 0.024 -0.007 0.09
H 1.69532 4.02362 4.05185 0.015 -0.032 -0.001 0.09
H 2.68965 2.87639 3.13584 -0.008 -0.004 0.022 0.10
H -0.93119 2.21015 4.12648 -0.042 0.014 -0.038 0.09
H -1.42628 2.80776 2.50678 -0.011 0.007 0.031 0.09
H -0.79334 3.93789 3.71646 -0.039 -0.025 -0.007 0.10
C -3.73027 -4.83830 -0.23782 -0.011 -0.021 0.008 -0.05
C -3.34107 -3.84635 -1.29997 0.005 -0.047 -0.008 -0.24
C -3.05976 -4.29097 -2.58555 0.021 -0.005 -0.008 -0.06
C -2.66496 -3.40049 -3.57348 -0.008 -0.059 -0.009 -0.08
C -2.58934 -2.05205 -3.28937 -0.056 0.023 -0.046 -0.02
C -2.88492 -1.58892 -2.00743 -0.137 -0.021 -0.148 -0.23
N -2.72646 -0.21811 -1.76466 0.032 -0.013 0.180 0.08
C -3.62535 0.63412 -1.16700 -0.110 -0.028 -0.186 -0.19
C -4.98040 0.27885 -1.06019 0.064 0.004 0.004 -0.03
C -5.90406 1.15348 -0.53074 0.039 0.091 0.037 -0.08
C -5.51724 2.42100 -0.09551 0.001 -0.079 -0.039 -0.09
C -4.18597 2.77288 -0.18430 -0.040 -0.020 0.078 -0.03
C -3.22434 1.89954 -0.69412 -0.048 0.157 -0.005 -0.06
C -1.80568 2.36403 -0.67387 0.098 0.627 0.657 -0.54
O -1.47911 3.38031 -0.02892 -0.131 -0.866 -0.431 -0.06
O -0.98100 1.61629 -1.33364 0.321 0.274 0.333 -0.25
C -3.22859 -2.48546 -0.98907 0.041 -0.014 0.061 -0.17
C -3.41221 -2.02060 0.42879 0.014 0.024 0.030 -0.03
H -3.88035 -5.82560 -0.67127 -0.003 -0.011 -0.002 0.07
H -4.65131 -4.54470 0.26796 -0.015 0.005 0.009 0.08
H -2.95791 -4.92565 0.52980 0.010 -0.001 0.013 0.08
H -3.14315 -5.34704 -2.81005 -0.004 -0.019 -0.006 0.10
H -2.43935 -3.75626 -4.57029 0.004 -0.008 -0.006 0.10
H -2.32292 -1.33122 -4.05191 0.032 0.023 -0.004 0.11
H -1.91199 0.23766 -2.15339 -0.257 -0.012 -0.071 0.08
H -5.29485 -0.68418 -1.43908 -0.009 -0.032 -0.002 0.12
H -6.94339 0.85475 -0.47618 -0.012 0.001 -0.003 0.10
H -6.24558 3.11748 0.29542 -0.013 0.001 0.017 0.10
H -3.84701 3.74364 0.15229 0.013 -0.010 0.006 0.11
H -4.46751 -1.90888 0.69226 -0.003 0.012 -0.001 0.09
H -2.93532 -1.05418 0.58937 -0.009 -0.040 0.002 0.08
H -2.97654 -2.73638 1.12584 0.004 -0.017 0.011 0.07
C 2.52646 4.98523 -3.01383 -0.213 0.019 -0.242 -0.28
Sb 1.03836 4.31673 -1.68080 0.620 1.451 1.644 1.33
C -0.49391 5.76523 -1.64946 -0.254 -0.176 -0.471 -0.25
C 1.98286 5.11813 0.09969 0.002 0.036 -0.090 -0.29
H 2.75718 6.02609 -2.79762 0.012 0.029 0.014 0.01
H 2.17296 4.88109 -4.03610 0.058 -0.024 -0.030 0.01
H 3.40926 4.36856 -2.86191 0.002 -0.053 0.016 0.01
H -0.02510 6.69774 -1.34437 0.030 0.041 -0.029 0.01
H -1.24068 5.44647 -0.92478 0.125 0.012 -0.042 0.00
H -0.95251 5.87665 -2.62869 -0.047 0.051 -0.027 0.02
H 2.66948 5.92173 -0.16304 0.024 0.063 -0.007 0.00
H 2.54894 4.33293 0.59744 0.040 -0.046 0.029 -0.02
H 1.22780 5.51660 0.77581 -0.064 -0.045 0.080 0.00
O -1.29140 1.21484 -4.22054 0.055 0.162 0.045 0.09
C -0.49285 1.99996 -3.84119 0.065 -0.326 -0.335 -0.53
N 0.34242 2.79984 -3.50444 0.630 -0.858 0.380 -0.08
```
Forces are in eV/Å.

The energy relative to the best compared isomer or geometry (same formula, charge and spin) is 38.6 kcal/mol. The frontier orbital gap comes out at 6.8 eV. The value obtained for the total energy is -2576.68549 hartree. The calculation puts the lowest unoccupied orbital energy at -0.3 eV. The value obtained for the HOMO energy is -7.13 eV.